80
Properties=species:S:1:pos:R:3:forces:R:3 method="wB97M-V/def2-TZVPD" lumo_energy_ha="0.0969 / 0.0972" total_charge=-1 spin_multiplicity=2 s_squared=0.761
Ru -0.1901 0.6081 -0.4148 0.1857 -0.0885 0.4689
C 1.6882 -0.1300 -5.5639 0.0186 -0.0109 -0.0028
C 0.4254 0.4461 -5.5223 -0.0111 0.0034 0.0123
C -0.3561 0.3450 -4.3833 -0.0004 -0.0284 -0.0196
C 0.1086 -0.3511 -3.2655 0.0096 0.0534 0.0602
C 1.3817 -0.9159 -3.3114 0.0082 -0.0036 -0.0043
C 2.1649 -0.8051 -4.4497 -0.0104 -0.0065 -0.0086
N -0.6212 -0.4275 -2.0634 -0.1964 -0.1249 -0.1563
C -1.9491 -0.8415 -2.0840 0.0165 0.0505 0.0409
C -2.6081 -1.4266 -3.1726 -0.0249 0.0150 -0.0025
C -3.9333 -1.8265 -3.0693 0.0097 0.0102 -0.0014
C -4.6425 -1.6631 -1.8875 0.0065 -0.0015 0.0013
C -4.0057 -1.0924 -0.7896 -0.0080 -0.0069 0.0068
C -2.6899 -0.6901 -0.8905 0.0249 -0.0107 -0.0543
N -1.9643 -0.1380 0.2166 -0.0819 -0.0948 0.0497
N -2.7292 0.7021 1.0945 0.0526 0.0457 -0.0013
C -1.9938 1.6831 1.5592 -0.0290 0.0050 -0.0169
C -2.5841 2.6016 2.4997 0.0182 -0.0259 0.0262
C -1.8705 3.6533 2.9717 0.0230 -0.0168 0.0056
C -0.5358 3.8604 2.5427 -0.0145 -0.0140 0.0050
C -0.0174 2.9633 1.6525 0.0525 0.0176 -0.0065
N -0.6723 1.8861 1.1863 -0.1288 -0.1158 -0.0964
H 2.3029 -0.0351 -6.4504 -0.0008 0.0012 0.0007
H 0.0555 1.0019 -6.3756 -0.0013 0.0006 -0.0001
H -1.3249 0.8249 -4.3358 -0.0022 0.0055 -0.0070
H 1.7506 -1.4165 -2.4242 -0.0020 -0.0036 -0.0023
H 3.1568 -1.2409 -4.4621 0.0000 0.0018 0.0025
H -2.0731 -1.5766 -4.1001 0.0063 -0.0006 -0.0020
H -4.4159 -2.2722 -3.9315 0.0004 -0.0015 0.0000
H -5.6793 -1.9667 -1.8194 0.0004 0.0003 -0.0002
H -4.5210 -0.9303 0.1482 -0.0003 0.0007 -0.0005
H -3.6092 2.4202 2.7918 -0.0012 0.0045 -0.0005
H -2.3276 4.3407 3.6746 -0.0016 0.0021 -0.0021
H 0.0514 4.7031 2.8767 -0.0027 0.0017 0.0001
H 0.9780 3.0940 1.2516 0.0121 -0.0138 0.0051
O 2.3181 2.5454 -3.0641 -0.0008 0.0050 -0.0069
S 1.6535 2.4632 -1.7965 -0.0751 0.0229 0.0010
O 2.3310 3.5684 -0.8657 0.0036 -0.0165 0.0386
O 1.8763 1.2048 -1.0424 -0.0269 -0.0367 -0.0190
S -0.2862 2.7982 -1.8029 0.1276 0.1716 -0.1329
C -2.5958 -1.2138 3.8768 0.0099 0.0113 0.0120
Si -0.8029 -1.1257 3.3169 -0.0228 0.0005 0.0097
C 0.0983 -2.6344 4.0188 -0.0002 -0.0043 0.0002
C 0.0359 0.3536 4.1141 0.0179 -0.0058 -0.0064
Si -0.6563 -1.2005 0.9653 0.0453 0.1313 -0.1305
Si 3.8146 3.3234 -0.0700 0.0260 0.0110 -0.0479
C 4.2986 5.0610 0.3994 -0.0015 0.0012 -0.0126
C 3.6173 2.2758 1.4554 -0.0215 0.0347 0.0333
C 5.0508 2.5526 -1.2390 0.0038 0.0161 0.0060
Si -0.7732 -3.4591 0.3185 0.0190 -0.0082 -0.0295
C 0.8857 -4.2342 0.7848 -0.0046 0.0026 0.0086
C -1.0466 -3.8497 -1.4943 -0.0070 -0.0084 0.0068
C -2.1498 -4.3241 1.2774 -0.0007 0.0028 0.0032
H -2.6597 -1.1645 4.9680 0.0033 -0.0075 0.0021
H -3.0656 -2.1438 3.5482 0.0009 -0.0024 -0.0094
H -3.1583 -0.3837 3.4468 -0.0016 -0.0149 0.0010
H 0.0726 -2.5884 5.1118 -0.0024 0.0007 -0.0005
H 1.1469 -2.6528 3.7126 0.0009 0.0042 0.0084
H -0.3590 -3.5770 3.7135 0.0195 0.0048 -0.0021
H 0.0756 0.1962 5.1970 0.0058 0.0095 -0.0039
H -0.4861 1.2907 3.9249 -0.0271 0.0341 -0.0300
H 1.0598 0.4623 3.7486 -0.0027 0.0066 -0.0048
H 3.5409 5.5168 1.0397 -0.0046 -0.0056 -0.0038
H 4.4127 5.6860 -0.4881 0.0032 -0.0026 -0.0016
H 5.2473 5.0594 0.9419 -0.0031 0.0053 0.0036
H 2.9816 2.7432 2.2088 -0.0053 0.0135 0.0107
H 4.6059 2.1284 1.9016 -0.0033 -0.0260 -0.0027
H 3.1963 1.3001 1.2089 0.0030 0.0022 -0.0229
H 4.6672 2.5632 -2.2599 0.0117 0.0158 0.0050
H 5.2507 1.5146 -0.9685 -0.0256 -0.0061 -0.0101
H 5.9958 3.1007 -1.2181 0.0110 -0.0087 0.0161
H 1.6990 -3.7487 0.2399 -0.0097 0.0046 -0.0074
H 0.8877 -5.2941 0.5133 -0.0005 -0.0014 0.0073
H 1.1035 -4.1574 1.8503 0.0029 0.0010 0.0089
H -0.3799 -3.2840 -2.1476 0.0060 0.0036 0.0174
H -2.0721 -3.6354 -1.7973 0.0106 -0.0101 0.0024
H -0.8582 -4.9178 -1.6457 -0.0003 -0.0019 -0.0025
H -2.0161 -4.2467 2.3581 -0.0152 0.0019 -0.0117
H -2.1937 -5.3854 1.0151 0.0034 0.0007 -0.0005
H -3.1137 -3.8748 1.0248 -0.0003 -0.0033 -0.0020



17
Properties=species:S:1:pos:R:3:forces:R:3 method="wB97M-V/def2-TZVPD" lumo_energy_ha=0.0097 total_charge=0 smiles="O=CO.O.O.O.O"
O 0.7363 2.1256 -0.0254 1.4220 -1.6628 2.0364
C 1.2023 1.3042 0.8020 -0.8488 1.5950 -4.5322
O 0.5052 0.9517 1.8450 0.4702 -0.4047 0.7097
H 2.1396 0.7411 0.4540 -1.0332 0.5861 1.5408
H -0.3744 1.3488 1.6901 -0.0959 -0.1774 0.1768
H 2.3677 -2.2175 -0.9571 0.0954 0.0770 0.0962
H 3.2408 -2.1375 0.3510 0.0824 -0.0459 -2.2018
O 3.2852 -2.1820 -0.6583 -0.1537 0.0456 2.1103
H -2.7869 1.1421 -3.9172 1.0969 0.5073 0.7856
H -1.3563 1.2726 -3.0564 -0.4850 0.9472 0.1016
O -1.9564 0.7573 -3.5859 -0.5933 -1.4558 -0.8405
H -3.1698 0.6533 0.9649 1.3171 1.4092 0.3643
H -2.5811 2.1193 1.2898 -0.7416 0.5442 -0.0129
O -2.3573 1.2164 1.1085 -0.5101 -1.8028 -0.3026
H -0.4194 -2.5030 1.0918 1.0862 0.2645 0.2452
H 1.1377 -2.5338 1.1703 1.2961 -1.3650 -0.6490
O 0.3869 -2.0587 1.4331 -2.4050 0.9382 0.3721



16
Properties=species:S:1:pos:R:3:forces:R:3 method="wB97M-V/def2-TZVPD" lumo_energy_ha=0.0313 total_charge=0
C 0.0923 -0.2499 1.7972 0.2733 -1.4817 1.3686
C 0.2554 -0.1841 -1.5405 -1.4269 -0.0094 1.1437
C -0.1064 1.2932 -1.5398 0.1564 2.8331 0.6486
C -0.8315 0.8523 -0.2311 -0.0562 0.3499 0.8463
C -1.1709 -0.4432 -0.9154 -0.1192 -0.1666 -2.2540
H 1.0861 -1.9795 1.7422 -0.1937 1.2757 0.2959
H -0.5860 0.2877 2.4327 -0.3081 0.7329 0.1569
H 0.6957 -0.6880 -2.3686 0.4442 -0.5328 -0.2863
H -0.8694 1.7676 -2.2089 0.6052 -1.2825 0.0719
H 0.7018 2.1040 -1.4658 -0.8031 -1.4926 0.1790
H -1.6558 1.4002 0.2294 0.6427 0.2157 0.3390
H -1.3240 -1.3411 -0.3435 0.0330 -0.2971 0.3218
H -1.9732 -0.2912 -1.6574 0.3391 -0.1881 0.2926
N 0.5592 -1.3119 2.3507 -0.1685 -0.1923 -1.3737
N 0.3202 0.4217 0.6236 -0.5683 0.7379 -0.6925
O 1.0419 -0.3297 -0.3253 1.1501 -0.5020 -1.0580



36
Properties=species:S:1:pos:R:3:forces:R:3 method="wB97M-V/def2-TZVPD" lumo_energy_ha="0.1623 / 0.1480" total_charge=-2 spin_multiplicity=3 s_squared=2.066
Pt 0.3019 -0.3210 0.1341 0.8387 -0.8981 -0.0999
O 0.4169 0.3790 6.1081 -0.1102 0.0152 0.0001
C 0.3728 0.2623 4.7373 0.0816 -0.0244 -0.2357
C 1.4445 0.7562 3.9598 -0.0081 0.0322 0.1346
C 1.3934 0.5580 2.5923 0.0405 -0.0311 -0.0732
N 0.3928 -0.0946 2.0342 -0.0391 0.0432 0.6857
C -0.7046 -0.5374 2.7520 -0.0065 -0.1025 -0.0361
C -0.7070 -0.3513 4.1583 -0.1116 0.0836 0.0354
C -1.6224 -1.1887 1.8990 -0.0031 -0.1056 -0.0780
O -2.9170 -1.3855 2.2165 0.0949 -0.1246 0.1170
O -1.2182 -1.5832 0.7469 0.0518 0.1555 -0.1579
C 2.4096 1.0519 1.5654 0.1361 0.0684 -0.0871
O 3.3997 1.6699 1.9467 -0.0809 -0.0888 0.0634
O 2.1215 0.7704 0.3424 -0.3212 -0.0100 -0.2198
H 1.2441 0.8152 6.3293 0.0267 0.0293 0.0075
H 2.2799 1.2844 4.4001 0.0247 0.0296 -0.0579
H -1.5318 -0.7180 4.7519 0.0085 0.0203 0.0373
O -2.1168 0.6397 -3.3070 -0.4208 0.3219 0.5917
As -1.5711 -0.8565 -2.5859 0.5795 -0.5726 -0.8774
O -1.4781 -1.9130 -3.8329 -0.2898 -0.3218 0.0611
O -0.0352 -0.6788 -1.8963 -0.0765 0.2798 0.5599
C -2.9112 -1.5245 -1.2934 0.1877 0.2603 0.1189
C -3.1738 -2.8904 -1.3724 0.1797 0.4293 -0.3287
C -3.8678 -3.5396 -0.3246 -0.2493 -0.1336 0.3364
C -4.2186 -2.8951 0.8132 0.1868 -0.0466 -0.0146
C -3.8616 -1.4713 1.0484 0.1060 -0.0102 -0.0034
C -3.3118 -0.8140 -0.1791 -0.0540 0.1961 0.0113
S -3.1020 0.9554 -0.0748 -0.5455 0.9794 -0.1664
O -3.6257 1.3453 1.2226 0.0498 -0.2686 0.0358
O -3.9230 1.4531 -1.1888 0.1945 -0.1832 -0.0791
O -1.6861 1.2368 -0.2728 -0.6834 0.0927 -0.0657
H -2.6839 1.1170 -2.6612 0.1457 0.0057 -0.1590
H -2.8248 -3.4291 -2.2442 0.0233 -0.0243 0.0079
H -4.1088 -4.5928 -0.4261 0.0068 0.0010 -0.0324
H -4.7129 -3.4126 1.6266 -0.0209 -0.0515 -0.0206
H -4.7006 -0.8860 1.4335 0.0574 -0.0460 -0.0109



11
Properties=species:S:1:pos:R:3:forces:R:3 method="wB97M-V/def2-TZVPD" lumo_energy_ha=0.0024 total_charge=0
N 0.4518 -0.3904 1.0143 -0.5925 0.6026 -2.2657
C 0.8800 1.1166 -0.5772 2.2552 1.3816 -2.2158
C -0.6022 0.0292 -0.2178 -0.4457 -2.0640 3.1577
C -0.9989 -0.8265 -1.1817 0.8925 0.1147 0.4258
O 0.5920 0.7761 1.8119 -0.3781 -0.4315 0.4238
O 1.8242 0.9665 -1.2143 -1.2689 0.0104 0.8659
H 1.5116 1.0731 1.7371 -0.2328 -0.4521 -0.0843
H -0.0010 -1.1067 1.5818 -0.3300 0.5181 -0.0464
H -1.3320 0.6981 0.2230 0.1056 0.1846 -0.1031
H -2.0220 -0.8370 -1.5175 -0.0154 0.4322 -0.2975
H -0.3034 -1.4991 -1.6596 0.0102 -0.2966 0.1395



9
Properties=species:S:1:pos:R:3:forces:R:3 method="wB97M-V/def2-TZVPD" lumo_energy_ha="-0.0276 / -0.0276" total_charge=0
C 1.6946 -0.4075 1.4096 0.9145 -0.0260 -2.2184
C 2.0805 -0.4761 0.2737 -0.7318 -0.4246 1.0477
C -1.6350 1.0222 -0.4894 0.5684 -1.1497 0.6286
F 2.3300 -0.7441 -0.9392 0.3249 0.0315 -0.4888
F -0.3525 1.1809 -0.3224 1.0766 0.3761 -0.2700
S -1.1158 -1.9406 -1.3339 0.1358 0.8188 0.1979
S -2.2580 -0.4224 -0.8952 -1.1157 -0.0696 -0.2483
H 1.4382 -0.0412 2.3296 -0.4438 0.3616 1.7194
H -2.1820 1.8289 -0.0328 -0.7290 0.0819 -0.3681